The following is a quantum chemistry calculation of C4H9NO as an isolated structure, from the OMol25 dataset.

Values from the calculation:
E_LUMO (spin up / spin down), eV: 0.643 / 0.643
Spin multiplicity: 1
F_max, eV/Å: 0.54
Kohn-Sham gap (spin up / spin down), eV: 7.8 / 7.8
Charge: 0
Energy relative to the best compared isomer or geometry (same formula, charge and spin), eV: 4.4687
DFT total energy, Eh: -287.66823
Highest occupied orbital energy (spin up / spin down), Eh: -0.2613 / -0.2613

Last column: natural (NBO) charge in e.
Cartesian coordinates (Å):
C  0.30569  1.70745  -0.64900  -0.64
C  0.39116  0.23765  -0.37266  -0.49
C  1.24126  -1.33673  1.13473  -0.27
C  -0.74293  -0.51089  -0.06095  0.60
O  -0.55124  -1.63449  0.54192  -0.59
N  -2.01837  -0.10960  -0.30840  -0.80
H  -0.26328  2.23138  0.12959  0.21
H  -0.16607  1.93389  -1.61925  0.18
H  1.30766  2.14897  -0.67165  0.22
H  1.05446  -0.33086  -1.02360  0.22
H  1.18096  -2.40166  1.31256  0.18
H  2.18923  -1.07056  0.65818  0.19
H  1.05843  -0.71966  2.00767  0.20
H  -2.19428  0.54652  -1.05603  0.39
H  -2.79266  -0.69143  -0.02311  0.40



The following is a quantum chemistry calculation of a 2-piece molecular cluster, C4H9NO overall, from the OMol25 dataset.

Values from the calculation:
E_LUMO, eV: 0.798
Spin multiplicity: 1
F_max, eV/Å: 0.73
Kohn-Sham gap, eV: 11.1
Charge: 0
Energy relative to the best compared isomer or geometry (same formula, charge and spin), eV: 0.9125
DFT total energy, Eh: -287.79892
Highest occupied orbital energy, Eh: -0.3780

Last column: natural (NBO) charge in e.
Cartesian coordinates (Å):
C  -1.88745  0.59897  0.15639  -0.62
C  -1.51970  -0.61295  -0.69168  -0.21
N  -0.21408  -1.14362  -0.36412  -0.56
C  0.31995  -1.48490  0.66189  0.87
O  0.94530  -1.84013  1.59250  -0.53
C  2.41676  0.70962  -0.03436  -0.86
H  -2.90338  0.92913  -0.08198  0.22
H  -1.19868  1.42980  -0.02538  0.22
H  -1.85058  0.34989  1.22250  0.21
H  -2.25487  -1.41363  -0.55822  0.20
H  -1.51470  -0.34989  -1.75302  0.20
H  1.61826  0.51393  -0.75205  0.22
H  3.31438  1.03609  -0.56215  0.21
H  2.63210  -0.20617  0.52178  0.22
H  2.09669  1.48387  0.66793  0.21



The following is a quantum chemistry calculation of one molecule with the formula C4H9NO, from the OMol25 dataset.

Values from the calculation:
E_LUMO, eV: 1.079
Spin multiplicity: 1
F_max, eV/Å: 0.36
Kohn-Sham gap, eV: 11.2
Charge: 0
Energy relative to the best compared isomer or geometry (same formula, charge and spin), eV: 1.5683
DFT total energy, Eh: -287.77482
Highest occupied orbital energy, Eh: -0.3717

Last column: natural (NBO) charge in e.
Cartesian coordinates (Å):
C  1.25080  0.01972  1.69657  -0.61
C  1.50097  -0.25937  0.21380  -0.23
N  0.18895  -0.52065  -0.34283  -0.45
C  -0.38696  0.36591  -1.03095  0.11
C  -1.87356  0.23754  -1.23723  -0.11
O  -2.37641  -0.91328  -0.62837  -0.72
H  0.76813  0.99647  1.81463  0.20
H  0.55802  -0.73548  2.08207  0.22
H  2.16527  -0.00052  2.29408  0.21
H  1.99936  0.59716  -0.26945  0.17
H  2.13828  -1.14070  0.08673  0.20
H  0.11664  1.27574  -1.39174  0.16
H  -2.13906  0.26059  -2.30312  0.18
H  -2.30623  1.14631  -0.78217  0.18
H  -1.60421  -1.32944  -0.20203  0.49



The following is a quantum chemistry calculation of a 2-piece molecular cluster, C4H9NO overall, from the OMol25 dataset.

Values from the calculation:
E_LUMO, eV: 1.060
Spin multiplicity: 1
F_max, eV/Å: 0.46
Kohn-Sham gap, eV: 10.3
Charge: 0
Energy relative to the best compared isomer or geometry (same formula, charge and spin), eV: 1.7677
DFT total energy, Eh: -287.76749
Highest occupied orbital energy, Eh: -0.3388

Last column: natural (NBO) charge in e.
Cartesian coordinates (Å):
C  2.21589  0.05361  -1.52695  -0.69
C  0.85081  0.16904  -0.93181  0.16
N  0.17190  -0.76113  -0.40116  -0.64
C  -1.68811  0.52910  0.51524  0.46
O  -1.23074  1.65440  0.50278  -0.59
C  -1.80965  -0.29429  1.77029  -0.71
H  2.26067  0.53616  -2.50832  0.23
H  2.52167  -0.99297  -1.61722  0.21
H  2.92029  0.57751  -0.87096  0.24
H  0.39706  1.16672  -0.90721  0.20
H  -2.11557  0.08579  -0.40303  0.12
H  0.63962  -1.66728  -0.44028  0.34
H  -1.54262  -1.34057  1.60027  0.23
H  -2.85226  -0.25383  2.10537  0.23
H  -1.16967  0.13791  2.54290  0.23



The following is a quantum chemistry calculation of a 2-piece molecular cluster, C4H9NO overall at a distorted geometry, from the OMol25 dataset.

Values from the calculation:
E_LUMO, eV: 0.539
Spin multiplicity: 1
F_max, eV/Å: 3.95
Kohn-Sham gap, eV: 9.4
Charge: 0
Energy relative to the best compared isomer or geometry (same formula, charge and spin), eV: 3.4952
DFT total energy, Eh: -287.70400
Highest occupied orbital energy, Eh: -0.3252

Last column: natural (NBO) charge in e.
Cartesian coordinates (Å):
C  -1.55379  1.22974  -1.48015  -0.67
C  -1.00809  -0.00021  -0.68288  0.16
C  -1.51420  -1.23411  -0.65013  -0.46
C  0.17956  0.76116  1.23623  0.00
N  0.19380  0.19363  0.05687  -0.46
H  -1.39297  0.97009  -2.57615  0.23
H  -2.65943  1.29623  -1.38484  0.23
H  -1.02050  2.11205  -1.21772  0.22
H  -0.94690  -2.14132  -0.26177  0.22
H  -2.41988  -1.42076  -1.26143  0.20
H  0.79329  0.37319  2.10167  0.18
H  -0.41395  1.71535  1.43342  0.15
H  2.12746  -1.14277  1.24214  0.47
H  3.53280  -1.40476  0.79122  0.46
O  3.05282  -0.78152  1.27462  -0.94



The following is a quantum chemistry calculation of one molecule with the formula C4H9NO at a distorted geometry, from the OMol25 dataset.

Values from the calculation:
E_LUMO, eV: 0.846
Spin multiplicity: 1
F_max, eV/Å: 5.29
Kohn-Sham gap, eV: 10.3
Charge: 0
Energy relative to the best compared isomer or geometry (same formula, charge and spin), eV: 2.1840
DFT total energy, Eh: -287.75219
Highest occupied orbital energy, Eh: -0.3483

Last column: natural (NBO) charge in e.
Cartesian coordinates (Å):
C  1.94892  0.80080  0.87659  -0.61
C  0.83315  1.11436  -0.11356  -0.22
N  0.02661  -0.09729  -0.49239  -0.65
C  -1.24990  -0.14998  -0.06019  0.63
O  -1.98516  0.58404  0.58703  -0.64
C  -1.85824  -1.42796  -0.51135  -0.62
H  2.52597  1.70072  1.12791  0.21
H  2.63240  0.06529  0.44460  0.20
H  1.53985  0.39040  1.80514  0.21
H  0.14249  1.85333  0.34449  0.24
H  1.24508  1.59818  -1.00587  0.19
H  0.02498  -1.16475  -1.04439  0.42
H  -2.70370  -1.21628  -1.17578  0.24
H  -2.15525  -2.01928  0.36231  0.24
H  -0.96721  -2.03160  -1.14454  0.13



The following is a quantum chemistry calculation of one molecule with the formula C4H9NO, from the OMol25 dataset.

Values from the calculation:
E_LUMO, eV: 1.146
Spin multiplicity: 1
F_max, eV/Å: 0.45
Kohn-Sham gap, eV: 10.7
Charge: 0
Energy relative to the best compared isomer or geometry (same formula, charge and spin), eV: 1.4327
DFT total energy, Eh: -287.77980
Highest occupied orbital energy, Eh: -0.3528

Last column: natural (NBO) charge in e.
Cartesian coordinates (Å):
C  -2.64425  -0.07285  -0.17928  -0.62
C  -1.28400  -0.64763  0.15931  -0.08
O  -0.57182  0.37512  0.86908  -0.50
C  0.72845  0.53406  0.59705  0.41
N  1.41768  -0.24487  -0.11628  -0.51
C  2.79024  0.14083  -0.36020  -0.42
H  -3.12250  0.32385  0.72103  0.21
H  -2.53633  0.74521  -0.89842  0.21
H  -3.29455  -0.83708  -0.61579  0.21
H  -1.35651  -1.53046  0.80467  0.18
H  -0.71773  -0.92627  -0.73283  0.21
H  1.09778  1.45051  1.07422  0.14
H  2.97603  0.13315  -1.43936  0.20
H  3.47342  -0.58594  0.09271  0.20
H  3.04408  1.14238  0.02407  0.17



The following is a quantum chemistry calculation of one molecule with the formula C4H9NO, from the OMol25 dataset.

Values from the calculation:
E_LUMO, eV: 1.036
Spin multiplicity: 1
F_max, eV/Å: 0.69
Kohn-Sham gap, eV: 8.6
Charge: 0
Energy relative to the best compared isomer or geometry (same formula, charge and spin), eV: 2.2039
DFT total energy, Eh: -287.75146
Highest occupied orbital energy, Eh: -0.2798

Last column: natural (NBO) charge in e.
Cartesian coordinates (Å):
C  1.86399  -1.02063  0.69553  -0.25
C  0.99723  1.40370  -0.49921  -0.69
C  0.13591  0.46157  -0.06027  0.52
O  0.49916  -0.61912  0.68800  -0.52
N  -1.23289  0.56922  -0.24144  -0.62
C  -2.29797  -0.41886  -0.19244  -0.41
H  1.92991  -2.04435  0.30353  0.18
H  2.42873  -0.34927  0.04928  0.20
H  2.25848  -0.97655  1.72014  0.19
H  1.96875  1.47739  -0.02490  0.21
H  0.69795  2.11481  -1.26409  0.21
H  -1.48364  1.44279  -0.67456  0.39
H  -2.71115  -0.65110  -1.18908  0.18
H  -1.92315  -1.33772  0.25942  0.22
H  -3.13131  -0.05188  0.43010  0.19